The following is a DFT calculation (ωB97M-V/def2-TZVPD) of one molecule with the formula C14H19N3O.

XYZ file:
```
37
C14H19N3O ωB97M-V/def2-TZVPD
C -4.756 -1.100 0.896
H -5.489 -1.894 0.778
H -5.217 -0.269 1.425
H -3.920 -1.473 1.483
C -4.249 -0.648 -0.471
N -3.297 0.424 -0.345
C -1.944 0.341 -0.242
N -1.401 1.521 -0.072
C -2.429 2.406 -0.051
C -3.612 1.747 -0.212
H -4.624 2.094 -0.251
H -2.249 3.454 0.077
C -1.177 -0.941 -0.356
C 0.297 -0.664 -0.228
C 0.848 -0.386 1.017
C 2.195 -0.136 1.156
C 3.050 -0.132 0.046
C 2.486 -0.420 -1.202
C 1.137 -0.682 -1.330
H 0.730 -0.891 -2.310
H 3.097 -0.422 -2.090
N 4.406 0.078 0.206
C 4.899 1.044 1.160
H 5.345 1.901 0.642
H 4.094 1.415 1.787
H 5.665 0.591 1.797
C 5.309 -0.152 -0.893
H 5.282 0.649 -1.645
H 5.075 -1.100 -1.375
H 6.323 -0.214 -0.496
H 2.590 0.045 2.144
H 0.207 -0.370 1.886
O -1.649 -1.846 0.638
H -0.934 -2.457 0.847
H -1.378 -1.382 -1.353
H -5.082 -0.296 -1.088
H -3.764 -1.486 -0.975
```

Results
HOMO level ... -7.49 eV
Energy above the lowest of the compared OMol25 structures with the same formula, charge and spin ... 1.942 eV
Structure (SMILES) ... CCn1ccnc1[C@H](O)c1ccc(N(C)C)cc1



The following is a DFT calculation (ωB97M-V/def2-TZVPD) of C14H19N3Pt as an isolated structure.

XYZ file:
```
37
C14H19N3Pt ωB97M-V/def2-TZVPD
Pt -0.458 0.565 -0.728
C 4.509 0.107 -0.236
C 3.248 -0.809 -0.156
C 3.493 -2.019 0.734
C 2.133 0.064 0.249
C 1.513 0.011 1.508
C 0.493 0.879 1.767
C 0.090 1.956 0.843
C -0.908 2.987 1.289
C 0.858 2.146 -0.346
C 1.669 1.065 -0.723
H 5.335 -0.518 -0.571
H 4.757 0.509 0.746
H 4.399 0.930 -0.941
H 3.032 -1.130 -1.185
H 3.834 -1.725 1.729
H 4.279 -2.631 0.295
H 2.606 -2.646 0.834
H 1.811 -0.731 2.235
H -0.059 0.808 2.700
H -1.877 2.839 0.811
H -0.558 3.984 1.024
H -1.061 2.944 2.366
H 0.720 3.019 -0.969
H 2.140 1.076 -1.698
N -4.588 -2.870 0.029
C -4.106 -1.775 -0.579
C -2.767 -1.375 -0.436
N -2.316 -0.295 -1.090
C -3.170 0.407 -1.866
C -4.490 -0.002 -1.954
N -4.967 -1.059 -1.321
H -4.008 -3.493 0.560
H -5.555 -3.112 -0.113
H -2.059 -1.925 0.166
H -2.783 1.254 -2.410
H -5.187 0.563 -2.561
```

Results
HOMO level ... -15.00 eV
Net charge ... +2



| no. | Kohn-Sham gap (hartree) |
| --- | --- |
| 1 | 0.308 |
| 2 | 0.177 |